Entry 1:
# C34H44BrF6N2O4OsSSi2

C34H44BrF6N2O4OsSSi2 as an isolated structure in a non-equilibrium geometry (ωB97M-V/def2-TZVPD, the Open Molecules 2025 dataset).

Values from the calculation:
total charge: +1
max |F|: 1.1 eV/Å
E: -162542.71003 eV
orbital gap (alpha / beta): 0.28257 / 0.24512 Eh
2S+1: 5
molecular weight: 1017.1 g/mol
relative energy (zero: lowest compared OMol25 entry of this formula, charge and spin): 24.5 kcal per mole

```
95
C34H44BrF6N2O4OsSSi2 | the Open Molecules 2025 dataset | ωB97M-V/def2-TZVPD
Os -1.07 -0.73 -0.33
C -1.80 -1.02 3.10
O -0.77 -0.56 2.19
C 0.51 -0.54 2.63
C 0.86 -0.42 3.96
C 2.19 -0.36 4.32
Br 2.64 -0.17 6.15
C 3.19 -0.42 3.38
C 2.86 -0.54 2.03
C 1.51 -0.60 1.65
O 1.14 -0.68 0.34
C 3.90 -0.57 0.99
N 3.63 -0.61 -0.30
C 4.84 -0.60 -0.97
C 5.13 -0.61 -2.33
C 6.45 -0.57 -2.70
C 7.48 -0.51 -1.75
C 7.21 -0.50 -0.39
C 5.87 -0.55 -0.03
N 5.23 -0.53 1.21
H -1.38 -1.69 3.84
H -2.51 -1.58 2.50
H -2.28 -0.17 3.57
H 0.09 -0.36 4.72
H 4.23 -0.36 3.69
H 2.04 -0.67 -0.24
H 4.33 -0.66 -3.07
H 6.72 -0.57 -3.75
H 8.51 -0.47 -2.08
H 8.00 -0.45 0.35
H 5.69 -0.52 2.10
C -0.13 -1.72 -3.60
Si -1.04 -0.33 -2.73
C -0.29 1.30 -3.22
C -2.85 -0.37 -3.22
C -3.21 -0.38 -4.57
C -4.54 -0.39 -4.96
C -5.54 -0.38 -4.00
C -5.21 -0.37 -2.65
C -3.87 -0.37 -2.25
Si -3.47 -0.32 -0.42
C -3.88 1.38 0.24
C -4.46 -1.57 0.55
H -0.12 -1.49 -4.67
H -0.64 -2.67 -3.45
H 0.91 -1.82 -3.26
H -0.21 1.34 -4.31
H 0.70 1.45 -2.78
H -0.93 2.13 -2.89
H -2.44 -0.39 -5.34
H -4.80 -0.41 -6.01
H -6.58 -0.39 -4.29
H -6.00 -0.37 -1.91
H -4.96 1.52 0.23
H -3.42 2.15 -0.38
H -3.53 1.51 1.27
H -5.41 -1.74 0.04
H -4.68 -1.20 1.56
H -3.94 -2.52 0.62
C -2.27 5.11 2.70
C -2.38 4.73 1.23
C -1.07 4.16 0.67
S -0.68 2.56 1.44
O -0.55 1.58 0.28
C 1.03 2.86 2.00
C 2.08 2.71 0.90
C 2.28 3.94 0.01
H -3.18 5.58 3.05
H -1.45 5.82 2.86
H -2.09 4.23 3.33
H -2.63 5.62 0.64
H -3.18 4.01 1.08
H -0.25 4.85 0.86
H -1.13 3.94 -0.40
H 1.19 2.12 2.78
H 1.03 3.85 2.45
H 1.80 1.86 0.27
H 3.02 2.46 1.39
H 1.41 4.13 -0.62
H 3.13 3.79 -0.65
H 2.47 4.83 0.61
C 0.70 -3.94 -0.22
C -0.71 -3.85 0.35
O -1.19 -2.57 0.48
C -0.71 -4.46 1.77
F -1.89 -4.34 2.38
F -0.38 -5.75 1.78
F 0.18 -3.81 2.53
C -1.68 -4.63 -0.58
F -1.74 -3.99 -1.76
F -1.27 -5.88 -0.81
F -2.92 -4.68 -0.10
H 1.37 -3.34 0.39
H 0.69 -3.54 -1.24
H 1.05 -4.97 -0.24
```

---

Entry 2:
# C34H44N2O27P2

A 9-piece molecular cluster, C34H44N2O27P2 overall in a non-equilibrium geometry (ωB97M-V/def2-TZVPD, the Open Molecules 2025 dataset).

Values from the calculation:
total charge: 0
max |F|: 1.6 eV/Å
E: -112813.64487 eV
orbital gap: 0.28643 Eh
molecular weight: 974.7 g/mol
SMILES: CP(C)c1cnc2cc(O)cc(P(O)O)c2n1.O=C1OCCO1.O=C1OCCO1.O=C1OCCO1.O=C1OCCO1.O=C1OCCO1.O=C1OCCO1.O=C1OCCO1.O=C1OCCO1

```
109
C34H44N2O27P2 | the Open Molecules 2025 dataset | ωB97M-V/def2-TZVPD
C 4.04 1.16 0.76
P 4.53 2.61 -0.25
C 6.03 3.23 0.61
C 3.26 3.84 0.21
C 3.63 5.15 0.63
N 2.78 6.06 1.01
C 1.47 5.68 0.96
C 0.48 6.59 1.39
C -0.83 6.25 1.36
O -1.80 7.14 1.78
C -1.23 4.99 0.86
C -0.30 4.09 0.43
P -1.04 2.52 -0.18
O -0.90 1.56 1.15
O -0.07 1.87 -1.31
C 1.08 4.41 0.49
N 2.00 3.47 0.13
H 4.72 0.33 0.59
H 4.02 1.43 1.82
H 3.03 0.86 0.50
H 5.74 3.70 1.55
H 6.51 3.95 -0.05
H 6.70 2.40 0.81
H 4.68 5.42 0.65
H 0.79 7.55 1.77
H -1.91 7.07 2.73
H -2.28 4.75 0.80
H -0.02 1.16 1.24
H 0.47 1.13 -1.00
C 6.66 5.81 4.11
C 7.91 5.98 4.96
O 8.50 4.69 4.89
C 8.07 4.07 3.76
O 8.51 3.06 3.33
O 7.07 4.79 3.19
H 6.38 6.71 3.57
H 5.81 5.45 4.68
H 8.60 6.71 4.54
H 7.69 6.25 5.99
C -2.03 1.32 4.05
C -2.81 0.04 4.25
O -1.94 -0.71 5.11
C -1.13 0.15 5.76
O -0.40 -0.14 6.65
O -1.26 1.40 5.25
H -2.67 2.19 3.93
H -1.35 1.27 3.21
H -3.76 0.20 4.76
H -3.00 -0.49 3.32
C -4.22 -1.31 -0.04
C -5.40 -2.24 -0.24
O -5.33 -3.09 0.91
C -4.66 -2.43 1.88
O -4.57 -2.79 3.01
O -4.11 -1.30 1.40
H -4.39 -0.31 -0.42
H -3.30 -1.70 -0.46
H -6.36 -1.71 -0.22
H -5.34 -2.82 -1.15
C -3.57 -5.99 2.40
C -2.11 -5.67 2.59
O -1.50 -6.96 2.49
C -2.32 -7.77 1.78
O -2.03 -8.84 1.38
O -3.52 -7.17 1.58
H -4.12 -5.20 1.89
H -4.08 -6.23 3.33
H -1.71 -5.03 1.80
H -1.89 -5.22 3.56
C -1.85 -2.91 -4.96
C -1.53 -3.63 -3.66
O -2.17 -2.76 -2.69
C -3.14 -2.08 -3.31
O -3.96 -1.41 -2.75
O -3.08 -2.24 -4.65
H -1.98 -3.59 -5.79
H -1.10 -2.16 -5.22
H -1.99 -4.61 -3.60
H -0.47 -3.71 -3.46
C 1.93 3.17 4.94
C 0.85 3.99 4.26
O 1.49 5.26 4.10
C 2.83 5.07 4.10
O 3.64 5.89 3.82
O 3.13 3.80 4.46
H 1.92 2.12 4.66
H 1.90 3.25 6.02
H 0.59 3.60 3.27
H -0.05 4.08 4.85
C -5.24 -2.17 -8.70
C -3.87 -1.51 -8.68
O -3.07 -2.49 -8.01
C -3.67 -3.70 -8.16
O -3.17 -4.73 -7.86
O -4.90 -3.56 -8.70
H -5.82 -1.92 -9.58
H -5.82 -1.95 -7.81
H -3.46 -1.35 -9.68
H -3.85 -0.57 -8.13
C 1.35 -8.17 -5.85
C 1.31 -6.85 -6.58
O 0.32 -6.13 -5.85
C 0.24 -6.66 -4.61
O -0.38 -6.17 -3.71
O 0.95 -7.80 -4.53
H 2.33 -8.63 -5.83
H 0.62 -8.89 -6.24
H 2.26 -6.30 -6.51
H 1.03 -6.93 -7.63
```

---

Entry 3:
# C34H44N7PtS2

C34H44N7PtS2 as an isolated structure in a non-equilibrium geometry (ωB97M-V/def2-TZVPD, the Open Molecules 2025 dataset).

Values from the calculation:
total charge: +3
max |F|: 1.7 eV/Å
E: -71291.93674 eV
orbital gap (alpha / beta): 0.13450 / 0.13395 Eh
molecular weight: 810.0 g/mol

```
88
C34H44N7PtS2 | the Open Molecules 2025 dataset | ωB97M-V/def2-TZVPD
Pt -0.43 0.12 -0.17
S -3.24 1.96 -3.42
C -2.13 1.85 -2.14
N -1.71 0.64 -1.87
C -2.28 -0.32 -2.71
C -2.03 -1.70 -2.72
C -2.71 -2.47 -3.64
C -3.60 -1.90 -4.56
C -3.84 -0.54 -4.57
C -3.17 0.24 -3.64
H -1.81 2.72 -1.60
H -1.32 -2.13 -2.04
H -2.54 -3.54 -3.66
H -4.10 -2.53 -5.29
H -4.52 -0.10 -5.28
C -1.88 -2.18 3.90
N -1.38 -2.08 2.53
C 0.06 -1.92 2.39
C -2.22 -1.96 1.48
N -1.93 -1.23 0.40
N -3.40 -2.61 1.55
C -3.51 -3.97 2.10
C -4.50 -2.23 0.65
H -1.59 -1.28 4.46
H -1.44 -3.05 4.41
H -2.96 -2.27 3.92
H 0.48 -1.64 3.35
H 0.31 -1.13 1.67
H 0.53 -2.84 2.05
H -2.64 -1.30 -0.32
H -2.59 -4.25 2.60
H -3.69 -4.67 1.29
H -4.34 -4.03 2.80
H -4.33 -2.55 -0.38
H -4.66 -1.15 0.68
H -5.41 -2.71 1.00
C 0.48 2.23 5.86
C -0.25 2.10 4.56
C -1.67 2.10 4.52
C -2.43 1.93 3.34
C -3.93 1.99 3.37
C -1.74 1.74 2.17
C -0.29 1.82 2.15
C 0.42 1.99 3.38
N 0.31 1.71 0.96
C 1.50 2.50 0.55
C 1.46 3.92 1.15
C 2.79 1.76 0.98
C 1.47 2.63 -0.98
H -0.17 2.03 6.71
H 0.88 3.24 5.97
H 1.33 1.54 5.91
H -2.21 2.24 5.45
H -4.32 1.47 4.24
H -4.37 1.57 2.47
H -4.25 3.03 3.45
H -2.26 1.63 1.23
H 1.50 1.97 3.38
H 1.46 3.91 2.24
H 0.57 4.45 0.81
H 2.33 4.47 0.81
H 3.03 1.94 2.03
H 3.63 2.14 0.39
H 2.71 0.69 0.81
H 0.72 3.36 -1.29
H 1.26 1.68 -1.46
H 2.44 2.98 -1.34
S 4.69 -2.55 -3.78
C 3.38 -1.90 -2.77
C 2.32 -1.20 -3.35
C 1.32 -0.70 -2.54
N 1.32 -0.88 -1.20
C 2.33 -1.57 -0.65
C 3.36 -2.10 -1.39
C 5.43 -0.98 -4.21
C 6.09 -0.23 -3.24
C 6.63 0.99 -3.63
N 6.54 1.45 -4.87
C 5.94 0.72 -5.79
C 5.36 -0.52 -5.51
H 2.26 -1.06 -4.42
H 0.50 -0.14 -2.96
H 2.30 -1.70 0.43
H 4.16 -2.65 -0.91
H 6.20 -0.59 -2.23
H 7.17 1.61 -2.91
H 5.90 1.13 -6.80
H 4.89 -1.11 -6.29
```

---

Entry 4:
# C34H45BClN6RuS3

C34H45BClN6RuS3 as an isolated structure in a non-equilibrium geometry (ωB97M-V/def2-TZVPD, the Open Molecules 2025 dataset).

Values from the calculation:
total charge: +3
max |F|: 1.2 eV/Å
E: -93193.17334 eV
orbital gap: 0.21482 Eh
molecular weight: 781.3 g/mol
relative energy (zero: lowest compared OMol25 entry of this formula, charge and spin): 2.2 kcal per mole

```
91
C34H45BClN6RuS3 | the Open Molecules 2025 dataset | ωB97M-V/def2-TZVPD
Ru 0.03 0.17 -0.04
C 2.03 -1.98 -4.37
C 1.72 -2.68 -3.08
C 1.73 -4.04 -2.93
C 1.38 -4.65 -1.70
N 1.11 -3.91 -0.64
N 1.12 -2.59 -0.78
B 0.89 -1.69 0.48
N 2.27 -1.47 1.20
N 3.17 -2.44 1.15
C 4.28 -2.31 1.86
C 4.47 -1.18 2.69
C 3.55 -0.16 2.72
C 3.72 1.09 3.53
C 2.44 -0.35 1.89
S 1.23 0.90 1.61
C 5.34 -3.38 1.75
C 4.90 -4.50 0.81
C 6.61 -2.72 1.19
C 5.63 -3.96 3.14
N -0.06 -2.47 1.44
N 0.48 -3.28 2.35
C -0.32 -4.09 3.01
C -1.71 -4.11 2.73
C -2.27 -3.26 1.81
C -3.73 -3.22 1.49
C -1.35 -2.40 1.17
S -1.84 -1.14 0.07
C 0.28 -4.98 4.07
C -0.32 -4.59 5.43
C -0.07 -6.45 3.75
C 1.80 -4.83 4.11
C 1.35 -1.97 -1.93
S 1.06 -0.22 -1.91
C 1.28 -6.16 -1.57
C 0.23 -6.65 -2.59
C 0.86 -6.56 -0.17
C 2.65 -6.78 -1.90
H 2.33 -2.70 -5.13
H 2.83 -1.26 -4.24
H 1.15 -1.44 -4.73
H 1.98 -4.67 -3.77
H 5.37 -1.11 3.28
H 4.63 1.03 4.13
H 2.88 1.23 4.20
H 3.79 1.96 2.88
H 4.73 -4.12 -0.20
H 3.97 -4.96 1.16
H 5.67 -5.26 0.77
H 6.43 -2.26 0.22
H 7.39 -3.48 1.07
H 7.01 -1.96 1.86
H 4.74 -4.44 3.56
H 5.98 -3.20 3.85
H 6.41 -4.71 3.06
H -2.34 -4.79 3.28
H -4.27 -3.95 2.08
H -3.90 -3.45 0.43
H -4.14 -2.23 1.69
H -1.41 -4.71 5.45
H -0.09 -3.55 5.68
H 0.09 -5.22 6.20
H -1.15 -6.63 3.77
H 0.38 -7.09 4.51
H 0.31 -6.75 2.78
H 2.10 -3.81 4.36
H 2.25 -5.10 3.15
H 2.20 -5.49 4.88
H -0.74 -6.20 -2.40
H 0.13 -7.73 -2.50
H 0.52 -6.43 -3.62
H -0.13 -6.16 0.09
H 1.57 -6.21 0.58
H 0.80 -7.65 -0.11
H 2.97 -6.54 -2.92
H 2.57 -7.86 -1.83
H 3.42 -6.44 -1.21
Cl 0.22 4.24 1.67
C -0.09 3.75 0.08
C 0.51 4.41 -0.97
C 0.17 4.07 -2.28
C -0.76 3.06 -2.58
C -1.36 2.39 -1.56
C -1.05 2.69 -0.18
C -1.74 2.06 0.82
H 1.20 5.22 -0.77
H 0.63 4.62 -3.09
H -1.02 2.86 -3.61
H -2.13 1.65 -1.76
H -2.60 1.44 0.60
H -1.55 2.29 1.86
```